Entry 1:
Density functional theory data (ωB97M-V/def2-TZVPD) for 2 unconnected molecules or ions with the total composition O5S2.

Last column: Löwdin charge in e.
CARTESIAN COORDINATES (ANGSTROEM)
1 O -1.330 -1.130 -2.046  -0.533
2 O 1.098 -0.215 -2.177  -0.524
3 O -0.186 1.127 3.037  -0.740
4 O 1.082 -1.027 2.971  -0.750
5 O -0.832 1.275 -2.046  -0.534
6 S 0.525 0.137 2.121  0.540
7 S -0.305 -0.090 -1.593  0.542

## Properties
Lowest unoccupied orbital energy (spin up / spin down) ... 6.59 / 5.87 eV
Charge ... -2
ΔE to the lowest compared entry with this formula, charge and spin ... 0.855 eV
M ... 144.13 g mol⁻¹
Orbital gap (spin up / spin down) ... 0.2905 / 0.1780 Eh

***

Entry 2:
Density functional theory data (ωB97M-V/def2-TZVPD) for P4S2 in the gas phase.

Last column: Löwdin charge in e.
CARTESIAN COORDINATES (ANGSTROEM)
1 P -0.491 -1.721 1.057  0.084
2 P -0.880 -0.113 -0.373  -0.127
3 P 0.768 -0.457 -1.830  0.022
4 P -0.433 -0.255 2.531  0.082
5 S -0.479 1.356 1.132  -0.069
6 S 1.516 1.190 -2.517  0.008

## Properties
Lowest unoccupied orbital energy ... -1.86 eV
Charge ... 0
ΔE to the lowest compared entry with this formula, charge and spin ... 0.218 eV
M ... 188.03 g mol⁻¹
Orbital gap ... 0.2481 Eh

***

Entry 3:
Density functional theory data (ωB97M-V/def2-TZVPD) for 2 unconnected molecules or ions with the total composition S2.

Last column: Löwdin charge in e.
CARTESIAN COORDINATES (ANGSTROEM)
1 S -1.787 0.440 0.125  0.000
2 S 1.787 -0.440 -0.125  0.000

## Properties
Lowest unoccupied orbital energy ... -5.40 eV
Charge ... 0
ΔE to the lowest compared entry with this formula, charge and spin ... 7.761 eV
M ... 64.13 g mol⁻¹
Orbital gap ... 0.1455 Eh

***

Entry 4:
Density functional theory data (ωB97M-V/def2-TZVPD) for 2 unconnected molecules or ions with the total composition S2.

Last column: Löwdin charge in e.
CARTESIAN COORDINATES (ANGSTROEM)
1 S 1.028 -0.766 1.262  0.000
2 S -1.028 0.766 -1.262  0.000

## Properties
Lowest unoccupied orbital energy ... -5.34 eV
Charge ... 0
ΔE to the lowest compared entry with this formula, charge and spin ... 7.524 eV
M ... 64.13 g mol⁻¹
Orbital gap ... 0.1498 Eh